(1)
Here is a cluster of 12 separate species, C36H102N6O18 in total at a distorted geometry from the Open Molecules 2025 dataset. Energies are from ωB97M-V/def2-TZVPD.

Positions of all 162 atoms, in Å:
C -23.06 -22.81 8.47
O -21.84 -22.41 9.07
C -21.93 -21.44 10.05
C -20.58 -21.24 10.72
C -19.98 -22.48 11.34
N -20.63 -20.18 11.74
H -23.79 -23.15 9.21
H -22.85 -23.69 7.86
H -23.47 -21.98 7.90
H -22.29 -20.46 9.69
H -22.67 -21.72 10.82
H -19.87 -20.96 9.92
H -19.51 -23.08 10.56
H -20.67 -23.12 11.89
H -19.21 -22.21 12.06
H -19.80 -19.59 11.76
H -21.40 -19.55 11.47
C -25.72 -20.00 9.60
O -26.71 -20.86 10.12
C -26.18 -21.81 11.05
C -27.37 -22.50 11.73
C -28.15 -21.56 12.61
N -26.86 -23.59 12.60
H -25.15 -20.42 8.77
H -25.04 -19.59 10.35
H -26.22 -19.13 9.16
H -25.64 -22.62 10.55
H -25.49 -21.32 11.74
H -27.97 -22.88 10.90
H -28.56 -20.70 12.08
H -27.51 -21.03 13.32
H -28.97 -22.04 13.13
H -26.31 -24.22 12.03
H -26.15 -23.14 13.18
C -22.70 -17.43 9.70
O -22.59 -18.00 10.98
C -23.25 -17.25 12.00
C -23.24 -18.08 13.28
C -23.93 -19.43 13.16
N -23.71 -17.22 14.37
H -22.06 -17.91 8.96
H -22.52 -16.35 9.65
H -23.73 -17.62 9.37
H -22.77 -16.26 12.05
H -24.28 -17.06 11.68
H -22.17 -18.25 13.49
H -23.30 -20.06 12.54
H -24.91 -19.27 12.71
H -24.08 -19.83 14.16
H -23.69 -17.69 15.27
H -23.08 -16.42 14.45
C -22.25 -28.32 4.23
O -22.88 -27.58 5.24
C -23.83 -26.69 4.67
C -24.57 -25.99 5.81
C -25.23 -27.08 6.67
N -25.65 -25.13 5.31
H -21.47 -27.80 3.66
H -22.91 -28.71 3.45
H -21.78 -29.19 4.67
H -23.24 -25.94 4.14
H -24.52 -27.16 3.95
H -23.95 -25.37 6.46
H -24.55 -27.79 7.15
H -25.92 -27.66 6.05
H -25.81 -26.63 7.48
H -25.96 -25.45 4.39
H -26.51 -25.18 5.86
C -18.49 -25.29 12.97
O -17.76 -25.45 14.17
C -17.94 -24.36 15.07
C -17.04 -23.17 14.72
C -15.58 -23.47 15.02
N -17.42 -22.04 15.61
H -18.15 -24.45 12.37
H -19.56 -25.31 13.21
H -18.34 -26.18 12.36
H -18.99 -24.04 15.06
H -17.71 -24.74 16.06
H -17.20 -22.81 13.70
H -15.26 -24.36 14.45
H -15.43 -23.71 16.07
H -14.91 -22.71 14.62
H -18.31 -21.70 15.24
H -16.81 -21.24 15.48
C -21.10 -21.56 5.74
O -21.73 -21.51 4.47
C -22.72 -22.50 4.25
C -23.52 -22.04 3.02
C -24.72 -22.95 2.81
N -22.68 -22.06 1.82
H -20.44 -20.70 5.73
H -20.53 -22.48 5.87
H -21.82 -21.42 6.56
H -22.28 -23.50 4.14
H -23.45 -22.59 5.07
H -23.86 -21.03 3.26
H -25.16 -22.88 1.82
H -25.43 -22.76 3.61
H -24.45 -24.01 2.85
H -22.13 -22.90 1.68
H -21.98 -21.34 1.96
O -25.80 -22.47 6.28
C -26.70 -22.39 7.39
C -27.98 -23.14 7.17
O -27.82 -24.57 7.00
H -25.80 -23.42 6.00
H -26.24 -22.69 8.33
H -27.04 -21.36 7.52
H -28.41 -22.76 6.24
H -28.66 -22.94 8.00
H -28.70 -24.96 6.99
O -17.87 -22.38 6.73
C -18.31 -22.80 8.01
C -17.14 -23.33 8.83
O -16.76 -24.62 8.38
H -17.70 -23.15 6.19
H -18.64 -21.91 8.57
H -19.27 -23.32 7.99
H -17.47 -23.42 9.87
H -16.31 -22.62 8.79
H -15.81 -24.70 8.38
O -18.74 -17.71 7.53
C -18.31 -19.06 7.45
C -17.01 -19.39 8.14
O -17.07 -19.49 9.56
H -18.81 -17.43 8.46
H -19.13 -19.68 7.83
H -18.15 -19.30 6.40
H -16.33 -18.60 7.80
H -16.61 -20.32 7.72
H -16.31 -19.98 9.88
O -18.68 -15.91 9.64
C -19.00 -15.71 11.02
C -19.48 -17.02 11.59
O -18.38 -17.89 11.77
H -18.54 -15.03 9.27
H -18.11 -15.42 11.58
H -19.74 -14.91 11.11
H -20.21 -17.49 10.93
H -19.99 -16.93 12.55
H -18.06 -18.29 10.95
O -19.48 -20.34 14.35
C -20.40 -19.83 15.30
C -19.96 -20.44 16.62
O -20.78 -20.06 17.72
H -19.89 -20.39 13.47
H -20.53 -18.74 15.35
H -21.35 -20.22 14.92
H -18.91 -20.25 16.85
H -20.07 -21.52 16.54
H -20.37 -20.34 18.54
O -24.80 -22.80 14.66
C -23.59 -22.86 13.91
C -23.19 -24.24 13.41
O -23.96 -24.66 12.28
H -24.68 -23.27 15.49
H -23.61 -22.18 13.06
H -22.75 -22.57 14.55
H -23.27 -24.98 14.21
H -22.13 -24.23 13.11
H -23.54 -25.44 11.90

Calculated values
**Frontier orbital gap**: 9.050 eV
**Energy relative to the best compared isomer or geometry (same formula, charge and spin)**: 186.7 kJ/mol
**Total charge**: 0
**SMILES**: COC[C@H](C)N.COC[C@H](C)N.COC[C@H](C)N.COC[C@H](C)N.COC[C@H](C)N.COC[C@H](C)N.OCCO.OCCO.OCCO.OCCO.OCCO.OCCO
**Highest occupied orbital energy**: -8.8 eV
**Calculated total energy**: -3115.44309 Ha
**Spin multiplicity**: 1
**E_LUMO**: 0.284 eV
**M**: 907.2 g mol⁻¹

Mulliken population analysis, charges in e, atoms 1 to 5: C -0.2318; O -0.3887; C 0.2575; C 2.9758; C -0.9167

---

(2)
Here is a cluster of 18 separate species, C36H108O18 in total at a distorted geometry from the Open Molecules 2025 dataset. Energies are from ωB97M-V/def2-TZVPD.

Positions of all 162 atoms, in Å:
C -29.80 -18.65 -22.15
C -28.39 -18.26 -21.70
O -28.36 -16.91 -21.41
H -29.79 -19.49 -22.85
H -30.19 -17.86 -22.79
H -30.59 -18.83 -21.43
H -27.66 -18.32 -22.50
H -28.10 -18.81 -20.81
H -28.97 -16.75 -20.69
C -28.76 -18.06 -26.30
C -27.77 -18.50 -27.38
O -26.55 -17.78 -27.22
H -29.07 -17.02 -26.32
H -28.29 -18.04 -25.32
H -29.61 -18.75 -26.24
H -28.18 -18.35 -28.38
H -27.61 -19.57 -27.26
H -26.42 -17.62 -26.28
C -20.48 -13.83 -22.45
C -19.79 -12.48 -22.78
O -20.29 -11.92 -24.00
H -21.45 -13.63 -21.99
H -19.88 -14.38 -21.72
H -20.57 -14.51 -23.30
H -18.72 -12.66 -22.91
H -19.92 -11.75 -21.99
H -19.72 -11.17 -24.20
C -23.73 -16.47 -25.65
C -24.80 -16.14 -24.58
O -25.93 -16.94 -24.48
H -23.12 -17.33 -25.38
H -22.99 -15.69 -25.79
H -24.20 -16.64 -26.62
H -25.17 -15.13 -24.75
H -24.31 -16.33 -23.62
H -26.63 -16.41 -24.09
C -27.91 -12.97 -24.35
C -27.50 -14.02 -23.35
O -27.99 -15.27 -23.60
H -27.59 -13.17 -25.37
H -27.41 -12.01 -24.21
H -28.98 -12.78 -24.18
H -27.89 -13.83 -22.35
H -26.41 -14.12 -23.32
H -28.22 -15.75 -22.81
C -24.10 -18.06 -31.00
C -25.23 -18.56 -30.13
O -24.81 -18.50 -28.78
H -23.08 -18.41 -30.86
H -24.02 -16.99 -30.82
H -24.35 -18.16 -32.06
H -25.29 -19.63 -30.32
H -26.21 -18.09 -30.17
H -25.53 -18.33 -28.17
C -31.75 -16.00 -24.69
C -32.75 -15.44 -25.73
O -33.74 -16.43 -26.02
H -32.26 -16.07 -23.73
H -30.97 -15.23 -24.64
H -31.33 -16.98 -24.88
H -32.13 -15.36 -26.63
H -33.06 -14.41 -25.59
H -34.47 -16.00 -26.46
C -25.44 -10.43 -20.91
C -24.70 -11.83 -20.74
O -25.62 -12.78 -20.14
H -25.87 -9.95 -20.03
H -26.20 -10.44 -21.69
H -24.74 -9.64 -21.20
H -23.90 -11.73 -20.01
H -24.26 -12.25 -21.65
H -25.89 -12.45 -19.28
C -26.94 -13.73 -29.01
C -25.99 -14.59 -29.88
O -25.19 -13.78 -30.69
H -27.78 -13.33 -29.58
H -26.38 -12.94 -28.50
H -27.33 -14.32 -28.18
H -26.58 -15.28 -30.48
H -25.35 -15.19 -29.23
H -24.86 -14.35 -31.40
C -20.02 -19.25 -27.08
C -21.42 -19.73 -27.63
O -22.00 -18.62 -28.26
H -19.21 -19.03 -27.76
H -19.45 -19.97 -26.50
H -20.02 -18.46 -26.33
H -22.14 -20.06 -26.88
H -21.39 -20.65 -28.22
H -22.93 -18.84 -28.28
C -24.40 -12.40 -26.45
C -23.20 -12.76 -25.55
O -22.85 -11.55 -25.06
H -25.07 -11.63 -26.07
H -25.02 -13.30 -26.50
H -24.20 -12.15 -27.49
H -22.33 -13.05 -26.14
H -23.29 -13.52 -24.77
H -21.98 -11.64 -24.66
C -23.47 -20.06 -23.66
C -23.98 -21.45 -23.07
O -25.08 -21.85 -23.81
H -22.65 -19.64 -23.08
H -24.36 -19.43 -23.66
H -23.08 -20.14 -24.67
H -24.29 -21.21 -22.05
H -23.26 -22.26 -23.15
H -24.77 -22.14 -24.67
C -24.39 -22.17 -28.38
C -24.93 -22.71 -27.03
O -23.94 -22.80 -26.07
H -23.86 -22.91 -28.99
H -23.84 -21.26 -28.13
H -25.24 -21.91 -29.00
H -25.14 -23.77 -27.16
H -25.80 -22.18 -26.64
H -23.18 -23.09 -26.59
C -24.96 -18.22 -21.10
C -25.34 -17.72 -19.78
O -25.03 -18.63 -18.68
H -25.58 -19.10 -21.25
H -23.92 -18.55 -21.08
H -25.07 -17.46 -21.87
H -26.42 -17.56 -19.68
H -24.94 -16.71 -19.71
H -24.08 -18.53 -18.58
C -18.35 -12.55 -26.87
C -18.14 -13.92 -26.28
O -17.16 -14.60 -27.03
H -18.97 -12.66 -27.75
H -17.52 -11.89 -27.12
H -18.99 -11.93 -26.25
H -19.05 -14.51 -26.25
H -17.76 -13.57 -25.32
H -17.50 -14.60 -27.93
C -21.68 -14.14 -29.03
C -21.33 -15.43 -28.57
O -20.70 -16.31 -29.48
H -22.54 -13.76 -28.47
H -22.14 -14.22 -30.02
H -20.87 -13.41 -29.02
H -22.26 -15.96 -28.39
H -20.82 -15.42 -27.60
H -20.81 -17.19 -29.12
C -19.86 -17.29 -21.22
C -18.39 -17.31 -21.07
O -17.74 -16.03 -21.11
H -20.11 -17.01 -22.24
H -20.33 -16.56 -20.56
H -20.31 -18.24 -20.96
H -17.96 -18.06 -21.73
H -18.22 -17.67 -20.06
H -16.95 -16.01 -21.65
C -18.06 -17.34 -24.99
C -16.48 -17.42 -24.98
O -15.92 -16.08 -25.19
H -18.50 -16.46 -24.53
H -18.53 -18.28 -24.70
H -18.23 -17.22 -26.06
H -16.11 -18.08 -25.77
H -16.27 -17.78 -23.97
H -16.58 -15.52 -25.60

Calculated values
**Frontier orbital gap**: 9.812 eV
**Energy relative to the best compared isomer or geometry (same formula, charge and spin)**: 455.3 kJ/mol
**Total charge**: 0
**Highest occupied orbital energy**: -9.4 eV
**Calculated total energy**: -2790.39054 Ha
**Spin multiplicity**: 1
**E_LUMO**: 0.441 eV
**M**: 829.2 g mol⁻¹

Mulliken population analysis, charges in e, atoms 1 to 5: C -1.3330; C 0.3426; O -0.6541; H 0.3726; H 0.2073

---

Which formula does entry 1 have? C36H102N6O18